(1)
# C7H13BClFO2

A cluster of 2 separate species, C7H13BClFO2 in total at a distorted geometry (ωB97M-V with the def2-TZVPD basis set, OMol25).

Each line ends with the natural charge from an NBO analysis.
Geometry (Å):
1 B 1.646 0.623 1.480  1.08
2 C 0.739 -0.391 -0.290  0.24
3 C -0.343 0.453 0.479  0.24
4 C 0.340 -1.838 -0.559  -0.63
5 C 1.206 0.273 -1.586  -0.63
6 C -1.287 -0.407 1.325  -0.63
7 C -1.151 1.411 -0.386  -0.63
8 C 3.211 1.411 3.351  0.02
9 O 1.870 -0.368 0.613  -0.74
10 O 0.452 1.219 1.415  -0.75
11 F 4.469 1.300 2.870  -0.36
12 Cl 2.959 0.408 4.739  -0.03
13 H -0.581 -1.862 -1.133  0.21
14 H 0.206 -2.382 0.369  0.22
15 H 1.123 -2.331 -1.131  0.22
16 H 2.037 -0.298 -1.991  0.23
17 H 1.562 1.283 -1.385  0.22
18 H 0.407 0.303 -2.320  0.22
19 H -1.871 0.251 1.966  0.23
20 H -0.718 -1.076 1.965  0.22
21 H -1.962 -0.980 0.698  0.21
22 H -0.509 2.142 -0.866  0.22
23 H -1.862 1.943 0.241  0.22
24 H -1.696 0.856 -1.145  0.21
25 H 2.964 2.452 3.533  0.17

Maximum force   3.67 eV Å⁻¹
Orbital gap   0.3214 Ha
LUMO   0.43 eV
Total energy   -27480.996 eV
Multiplicity   1

---

(2)
# C28H48CaN9O4S3SeSi

A structure of composition C28H48CaN9O4S3SeSi (ωB97M-V with the def2-TZVPD basis set, OMol25).

Each line ends with the Mulliken charge.
Geometry (Å):
1 Ca 1.087 0.261 1.892  2.12
2 N 1.200 -3.552 1.746  -0.10
3 C 2.251 -3.014 2.409  0.20
4 N 2.478 -1.723 2.508  0.23
5 C 3.605 -1.491 3.284  -0.18
6 C 4.203 -2.591 3.789  -0.73
7 S 3.384 -4.004 3.258  -0.21
8 C 4.030 -0.109 3.532  -0.31
9 C 5.198 0.269 4.093  -0.59
10 S 5.228 1.973 4.324  -0.21
11 C 3.657 2.072 3.626  0.19
12 N 3.153 0.929 3.236  0.33
13 N 2.985 3.252 3.542  -0.39
14 H 0.941 -3.053 0.889  -0.30
15 H 1.217 -4.552 1.635  0.29
16 H 5.051 -2.651 4.448  0.44
17 H 6.033 -0.344 4.385  0.45
18 H 3.494 4.109 3.662  0.28
19 H 2.212 3.278 2.907  -0.03
20 N 0.193 0.555 4.189  -0.56
21 C -0.215 -0.745 4.776  -0.16
22 C -1.728 -0.876 4.882  -1.23
23 C -2.488 -0.678 3.568  -0.27
24 C -2.021 -1.588 2.433  -1.02
25 N -1.086 -0.887 1.532  1.01
26 H 0.942 0.967 4.736  0.23
27 H -0.578 1.209 4.215  0.15
28 H 0.224 -0.868 5.767  0.52
29 H 0.186 -1.552 4.154  -0.10
30 H -2.095 -0.165 5.629  0.36
31 H -1.951 -1.872 5.273  0.41
32 H -2.399 0.360 3.231  -0.10
33 H -3.550 -0.839 3.761  0.47
34 H -2.881 -1.968 1.874  0.42
35 H -1.504 -2.462 2.836  0.63
36 H -1.615 -0.221 0.963  -0.52
37 H -0.736 -1.530 0.819  -0.70
38 C -1.504 2.544 -1.928  -1.67
39 C -2.240 1.231 -1.687  1.94
40 C -2.936 0.764 -2.960  -1.54
41 C -3.262 1.399 -0.574  -1.46
42 O -1.300 0.250 -1.198  1.40
43 Si -0.260 -0.704 -2.085  -1.06
44 S 1.075 -1.589 -0.767  -0.82
45 O -1.106 -1.762 -3.001  0.68
46 C -1.728 -3.030 -2.747  1.72
47 C -0.679 -4.129 -2.870  -1.60
48 C -2.372 -3.047 -1.364  -1.19
49 C -2.793 -3.190 -3.821  -1.78
50 O 0.432 0.341 -3.140  0.40
51 C 1.137 0.099 -4.371  1.52
52 C 0.118 -0.039 -5.495  -1.50
53 C 1.999 -1.152 -4.265  -1.34
54 C 2.008 1.327 -4.593  -1.68
55 H -2.207 3.342 -2.180  0.52
56 H -0.781 2.433 -2.730  0.05
57 H -0.969 2.826 -1.020  0.18
58 H -3.664 1.513 -3.276  0.57
59 H -3.462 -0.177 -2.788  0.20
60 H -2.220 0.613 -3.764  0.12
61 H -3.997 2.163 -0.828  0.49
62 H -2.760 1.698 0.349  -0.20
63 H -3.788 0.458 -0.396  0.34
64 H 0.115 -3.981 -2.139  0.21
65 H -0.238 -4.111 -3.868  0.32
66 H -1.133 -5.109 -2.712  0.47
67 H -1.608 -2.987 -0.587  0.13
68 H -2.932 -3.973 -1.222  0.66
69 H -3.060 -2.205 -1.252  0.09
70 H -2.337 -3.130 -4.810  0.35
71 H -3.543 -2.401 -3.738  0.35
72 H -3.292 -4.155 -3.728  0.41
73 H -0.544 -0.885 -5.306  0.06
74 H 0.624 -0.194 -6.449  0.54
75 H -0.484 0.868 -5.570  0.28
76 H 1.383 -2.037 -4.099  0.13
77 H 2.704 -1.066 -3.437  0.26
78 H 2.559 -1.295 -5.190  0.54
79 H 1.387 2.224 -4.628  0.33
80 H 2.551 1.246 -5.535  0.41
81 H 2.730 1.430 -3.782  0.26
82 Se -2.779 3.711 2.579  0.28
83 N -2.249 4.919 1.412  -0.83
84 C -1.049 4.552 1.005  0.70
85 C -0.241 5.269 0.067  -0.49
86 C 0.972 4.751 -0.226  -1.03
87 C 1.395 3.524 0.381  -0.49
88 N 0.703 2.820 1.235  0.85
89 C -0.537 3.335 1.572  -0.26
90 N -1.314 2.731 2.448  -0.08
91 H -0.614 6.183 -0.374  0.48
92 H 1.641 5.231 -0.925  0.46
93 H 2.374 3.138 0.119  0.58
94 O 3.310 0.844 -1.228  -0.14
95 C 2.659 0.672 -0.317  -0.15

Total charge   +1
Maximum force   0.83 eV Å⁻¹
Orbital gap   0.2190 Ha
LUMO   -4.18 eV
Total energy   -175589.941 eV
Multiplicity   1